Molecular formula: C19H26N2O4S
Method: DFT, ωB97M-V/def2-TZVPD

Geometry (Å):
C (4.64, 1.69, 1.76)
O (4.47, 1.82, 0.37)
C (5.62, 1.45, -0.36)
C (5.28, 1.42, -1.85)
C (4.52, 0.14, -2.23)
N (3.34, -0.05, -1.42)
C (3.30, -0.86, -0.34)
S (4.43, -2.08, -0.16)
N (2.33, -0.69, 0.58)
C (1.89, -1.79, 1.41)
C (0.56, -2.34, 0.88)
C (-0.50, -1.24, 0.82)
C (-1.78, -1.75, 0.19)
O (-1.82, -2.80, -0.40)
C (-2.98, -0.88, 0.29)
C (-3.11, 0.20, 1.16)
C (-4.27, 0.94, 1.20)
C (-5.34, 0.63, 0.36)
C (-5.21, -0.43, -0.55)
C (-4.05, -1.18, -0.56)
O (-6.21, -0.74, -1.43)
C (-7.18, 0.27, -1.57)
C (-7.59, 0.79, -0.19)
O (-6.48, 1.37, 0.46)
C (0.04, -0.06, -0.01)
C (1.37, 0.39, 0.59)
H (5.47, 2.30, 2.12)
H (4.83, 0.64, 2.03)
H (3.71, 2.02, 2.22)
H (6.42, 2.18, -0.17)
H (5.97, 0.47, -0.03)
H (6.20, 1.47, -2.43)
H (4.67, 2.30, -2.08)
H (5.16, -0.73, -2.07)
H (4.22, 0.18, -3.28)
H (2.71, 0.74, -1.43)
H (1.77, -1.43, 2.44)
H (2.66, -2.56, 1.40)
H (0.71, -2.75, -0.12)
H (0.22, -3.15, 1.52)
H (-0.71, -0.89, 1.84)
H (-2.31, 0.46, 1.84)
H (-4.39, 1.76, 1.88)
H (-3.96, -2.00, -1.25)
H (-8.03, -0.18, -2.09)
H (-6.78, 1.10, -2.16)
H (-8.35, 1.57, -0.26)
H (-7.97, -0.05, 0.41)
H (0.19, -0.39, -1.04)
H (-0.68, 0.76, -0.01)
H (1.22, 0.68, 1.64)
H (1.77, 1.27, 0.08)

Output
- relative energy (zero: lowest compared OMol25 entry of this formula, charge and spin) (eV) = 2.809
- strongest force on any atom (eV/A) = 0.9
- charge = 0
- highest occupied orbital energy (eV) = -7.783
- lowest unoccupied orbital energy (eV) = 0.4

Molecular formula: C19H26N2O4S
Method: DFT, ωB97M-V/def2-TZVPD

Geometry (Å):
C (-5.90, -3.24, -1.13)
C (-6.14, -1.89, -0.46)
C (-4.92, -1.36, 0.29)
C (-3.76, -1.01, -0.65)
N (-2.67, -0.39, 0.08)
C (-2.23, 0.86, -0.18)
O (-2.69, 1.57, -1.05)
C (-1.03, 1.21, 0.71)
N (0.11, 0.55, 0.11)
C (1.02, -0.20, 0.81)
O (0.75, -0.79, 1.84)
C (2.28, -0.12, 0.04)
C (2.09, 0.77, -1.03)
C (3.12, 1.06, -1.89)
C (4.34, 0.45, -1.66)
C (4.56, -0.44, -0.61)
O (5.77, -1.04, -0.39)
C (6.84, -0.75, -1.24)
C (3.50, -0.75, 0.28)
O (3.52, -1.58, 1.34)
C (4.69, -2.26, 1.75)
C (0.68, 1.24, -1.00)
S (0.44, 3.05, -0.64)
C (-0.64, 2.71, 0.83)
C (0.20, 2.90, 2.09)
C (-1.83, 3.65, 0.83)
H (-6.83, -3.61, -1.56)
H (-5.17, -3.16, -1.92)
H (-5.55, -3.97, -0.40)
H (-6.44, -1.16, -1.22)
H (-6.96, -1.99, 0.25)
H (-4.58, -2.11, 1.01)
H (-5.20, -0.46, 0.84)
H (-4.08, -0.29, -1.40)
H (-3.39, -1.91, -1.15)
H (-2.21, -0.94, 0.79)
H (-1.17, 0.79, 1.71)
H (2.99, 1.75, -2.71)
H (5.16, 0.68, -2.33)
H (7.68, -1.34, -0.86)
H (7.11, 0.31, -1.21)
H (6.63, -1.05, -2.27)
H (4.39, -2.82, 2.63)
H (5.49, -1.56, 2.01)
H (5.05, -2.94, 0.98)
H (0.13, 1.06, -1.93)
H (0.62, 3.91, 2.10)
H (-0.41, 2.77, 2.98)
H (1.02, 2.19, 2.12)
H (-2.50, 3.41, 1.65)
H (-2.38, 3.57, -0.11)
H (-1.49, 4.68, 0.95)

Output
- relative energy (zero: lowest compared OMol25 entry of this formula, charge and spin) (eV) = 2.022
- strongest force on any atom (eV/A) = 0.9
- charge = 0
- highest occupied orbital energy (eV) = -8.239
- lowest unoccupied orbital energy (eV) = 0.7

Molecular formula: C19H26N2O6
Method: DFT, ωB97M-V/def2-TZVPD

Geometry (Å):
C (-3.12, 0.65, -7.43)
C (-2.45, -0.69, -7.11)
C (-1.63, -0.65, -5.81)
C (-0.40, 0.27, -5.88)
O (-0.68, 1.57, -5.32)
C (-0.43, 1.75, -3.97)
C (0.77, 1.37, -3.34)
C (0.97, 1.60, -1.97)
C (-0.03, 2.23, -1.23)
C (-0.17, 2.62, 0.16)
C (0.85, 2.37, 1.27)
C (0.36, 2.66, 2.69)
O (0.00, 3.78, 2.98)
O (0.37, 1.64, 3.58)
C (-1.39, 3.24, 0.25)
O (-2.04, 3.26, -0.96)
C (-1.20, 2.65, -1.85)
C (-1.40, 2.42, -3.21)
H (-3.76, 0.54, -8.32)
H (-2.37, 1.42, -7.63)
H (-3.74, 0.98, -6.59)
H (-1.80, -0.98, -7.94)
H (-3.23, -1.45, -7.01)
H (-2.27, -0.35, -4.97)
H (-1.28, -1.66, -5.60)
H (0.43, -0.22, -5.37)
H (-0.09, 0.40, -6.92)
H (1.56, 0.90, -3.91)
H (1.89, 1.29, -1.49)
H (1.73, 2.98, 1.08)
H (1.15, 1.32, 1.22)
H (0.11, 2.05, 4.42)
H (-1.81, 3.66, 1.16)
H (-2.32, 2.75, -3.69)
C (4.03, -1.84, 4.21)
N (2.59, -1.92, 4.45)
C (1.92, -1.11, 5.28)
O (2.47, -0.22, 5.92)
C (0.41, -1.33, 5.44)
N (-0.13, -2.51, 4.75)
C (-0.12, -3.78, 5.17)
C (0.39, -4.10, 6.56)
O (-0.50, -4.67, 4.44)
H (4.57, -2.14, 5.10)
H (4.31, -0.82, 3.95)
H (4.31, -2.50, 3.38)
H (2.06, -2.63, 3.97)
H (-0.10, -0.45, 5.05)
H (0.18, -1.39, 6.51)
H (-0.53, -2.38, 3.83)
H (0.32, -5.18, 6.72)
H (-0.22, -3.59, 7.30)
H (1.43, -3.79, 6.66)

Output
- relative energy (zero: lowest compared OMol25 entry of this formula, charge and spin) (eV) = 1.238
- strongest force on any atom (eV/A) = 2.3
- charge = 0
- highest occupied orbital energy (eV) = -8.193
- lowest unoccupied orbital energy (eV) = 0.3

Molecular formula: C19H26N4O3
Method: DFT, ωB97M-V/def2-TZVPD

Geometry (Å):
C (4.33, -0.16, -2.05)
C (5.05, -1.39, -2.36)
C (5.88, -1.85, -1.13)
C (5.23, -2.26, 0.02)
C (4.48, -3.55, -0.34)
O (3.49, -3.48, -0.99)
C (2.49, -2.73, -0.54)
C (1.28, -2.72, -1.63)
C (0.16, -2.05, -1.33)
C (-0.08, -1.42, -0.01)
C (0.89, -1.84, 1.14)
C (2.07, -2.53, 0.69)
H (2.76, -2.43, 1.31)
H (0.69, -1.33, 2.09)
N (-1.30, -0.84, 0.15)
C (-1.51, -0.03, 1.39)
O (-0.99, 0.25, 2.33)
C (-2.90, 0.65, 1.10)
O (-3.79, 0.33, 0.12)
N (-3.25, 1.46, 2.17)
H (-2.68, 1.44, 2.76)
C (-4.25, 2.34, 2.07)
C (-3.90, 3.80, 2.05)
H (-3.66, 4.21, 3.11)
H (-4.82, 4.24, 1.39)
C (-2.61, 4.09, 1.27)
N (-2.34, 3.48, -0.12)
C (-1.46, 2.42, -0.24)
N (-1.38, 2.04, -1.47)
C (-2.66, 2.58, -1.95)
C (-3.31, 3.24, -1.03)
H (-4.18, 3.85, -1.19)
H (-3.08, 2.22, -2.91)
H (-0.48, 2.41, 0.22)
H (-1.68, 3.75, 1.85)
H (-2.47, 5.04, 1.24)
H (-5.24, 2.19, 2.58)
H (-4.73, 2.28, 1.16)
H (-1.89, -0.74, -0.48)
H (-0.47, -1.90, -1.91)
H (1.56, -2.85, -2.46)
H (4.44, -4.02, 1.07)
H (5.28, -4.37, -0.62)
H (6.09, -2.35, 0.79)
H (4.62, -1.64, 0.31)
H (6.57, -0.89, -0.95)
H (6.70, -2.54, -1.52)
H (4.47, -2.12, -2.69)
H (5.72, -1.38, -3.25)
H (3.68, -0.51, -1.31)
H (4.89, 0.55, -1.80)
H (3.75, 0.03, -3.04)

Output
- relative energy (zero: lowest compared OMol25 entry of this formula, charge and spin) (eV) = 19.640
- strongest force on any atom (eV/A) = 17.3
- charge = 0
- highest occupied orbital energy (eV) = -7.574
- lowest unoccupied orbital energy (eV) = -0.2

Molecular formula: C19H26N4O3S
Method: DFT, ωB97M-V/def2-TZVPD

Geometry (Å):
C (-7.65, -0.28, -0.18)
C (-7.22, -1.67, 0.29)
C (-5.73, -1.76, 0.61)
C (-4.86, -1.60, -0.64)
N (-3.46, -1.78, -0.32)
C (-2.56, -0.79, -0.42)
O (-2.82, 0.33, -0.82)
C (-1.19, -1.19, -0.01)
O (-0.98, -2.51, 0.21)
N (0.30, -2.72, 0.55)
C (0.90, -1.56, 0.57)
C (2.34, -1.42, 0.87)
S (3.22, -1.26, -0.74)
C (4.76, -0.53, -0.28)
C (5.57, -0.06, -1.32)
C (6.79, 0.51, -1.00)
N (7.23, 0.63, 0.24)
C (6.47, 0.18, 1.21)
C (5.23, -0.41, 1.02)
C (-0.01, -0.51, 0.21)
C (0.36, 0.93, 0.23)
O (1.35, 1.31, 0.83)
N (-0.46, 1.74, -0.46)
C (-0.29, 3.17, -0.47)
C (-1.35, 3.88, 0.37)
C (-2.75, 3.78, -0.24)
C (-3.78, 4.51, 0.61)
H (-8.73, -0.24, -0.30)
H (-7.36, 0.47, 0.55)
H (-7.20, -0.03, -1.14)
H (-7.78, -1.92, 1.19)
H (-7.47, -2.41, -0.48)
H (-5.52, -2.73, 1.06)
H (-5.46, -0.99, 1.33)
H (-4.95, -0.59, -1.05)
H (-5.15, -2.33, -1.40)
H (-3.16, -2.68, 0.03)
H (2.51, -0.49, 1.42)
H (2.71, -2.30, 1.39)
H (5.24, -0.14, -2.34)
H (7.44, 0.88, -1.78)
H (6.86, 0.30, 2.21)
H (4.66, -0.76, 1.87)
H (-1.34, 1.37, -0.82)
H (0.70, 3.38, -0.07)
H (-0.34, 3.52, -1.51)
H (-1.36, 3.45, 1.37)
H (-1.08, 4.93, 0.45)
H (-3.04, 2.73, -0.33)
H (-2.74, 4.21, -1.24)
H (-3.83, 4.09, 1.61)
H (-4.77, 4.44, 0.16)
H (-3.53, 5.57, 0.70)

Output
- relative energy (zero: lowest compared OMol25 entry of this formula, charge and spin) (eV) = 2.426
- strongest force on any atom (eV/A) = 1.3
- charge = 0
- highest occupied orbital energy (eV) = -8.580
- lowest unoccupied orbital energy (eV) = -0.1